Here is a structure of composition C26H22F5I2N2O4PReS2Te in a non-equilibrium geometry from the OMol25 dataset. Energies are from wB97M-V/def2-TZVPD.

expectation value of S²	1.226
total charge	+2
Kohn-Sham gap (alpha / beta)	6.38 / 3.94	eV
2S+1	2
DFT total energy	-108645.478	eV

Geometry (Å):
H -5.88 -0.42 -1.78
H 5.35 -2.36 -0.31
F -0.06 -2.40 -0.82
H 0.37 -1.77 2.61
C -2.88 -2.81 -1.29
Te 1.07 -1.53 -2.27
C -4.74 -1.20 3.78
H -2.63 4.55 -2.26
F 1.88 -3.24 -1.92
C -0.96 5.78 -1.71
C -2.65 0.41 3.01
C -3.82 -3.06 -2.28
H 4.11 -3.32 -1.20
H -1.88 -6.14 2.03
C -3.40 0.76 4.12
C -4.89 -2.19 -2.46
C 0.16 3.43 -0.76
C 0.86 4.67 -0.67
C 4.33 -2.39 -0.68
N 0.86 2.38 -0.25
C -4.45 -0.06 4.51
C -3.04 -1.70 -0.45
H -3.69 -3.92 -2.92
H -2.74 -4.16 0.86
O 1.33 -0.42 -0.22
H -2.03 -3.46 -1.20
H -5.59 -2.37 -3.26
Re -0.24 0.36 0.28
H 2.63 0.90 0.87
C -2.91 -0.74 2.28
H -5.58 -1.82 4.07
H -5.04 0.20 5.37
H -3.15 1.67 4.64
C -1.10 3.38 -1.35
N 2.89 1.88 0.80
F -0.72 0.11 -1.62
C -0.27 -5.08 2.98
H 1.23 -3.77 3.79
F 1.88 -1.97 -4.05
C -0.12 -2.73 2.49
I 4.06 -0.75 -2.06
H 3.78 2.19 1.15
O -0.15 0.77 2.27
S 2.40 4.44 0.07
C -3.98 -1.55 2.68
C 2.03 2.72 0.24
H 0.84 6.78 -1.10
C -5.04 -1.08 -1.64
S -1.47 1.52 2.32
F -0.42 -2.31 -3.22
C 0.36 -3.85 3.15
H 0.13 -5.96 3.47
C -1.65 4.56 -1.81
C -1.23 -2.85 1.66
C -1.87 -4.07 1.50
C 0.30 5.84 -1.16
I 3.00 -2.25 0.99
H -1.63 2.45 -1.43
O -1.41 2.78 2.97
H -4.22 -2.44 2.12
H -4.24 0.04 0.00
C -1.38 -5.19 2.16
H -1.43 6.68 -2.09
P -1.89 -1.36 0.89
O -1.86 1.55 0.88
C -4.12 -0.82 -0.64